Below is a structure of composition C41H58Br66F4N2O7Si, with properties calculated with wB97M-V/def2-TZVPD.

Atoms and positions in Å:
Br1 -0.77 6.19 -6.55
C1 0.14 -1.43 -5.45
F1 -0.20 4.44 1.85
O1 1.36 -1.76 -3.27
H1 -6.06 -9.81 4.88
H2 -1.03 -0.49 -3.16
H3 1.36 -2.07 -0.64
Br2 -6.12 -11.42 7.73
Br3 -8.21 -12.18 5.42
H4 2.20 -0.73 -4.95
Br4 -3.40 2.83 -10.26
H5 -4.11 -4.48 -0.68
Br5 -6.41 4.05 2.15
H6 2.94 -4.70 -1.35
C2 -7.71 -3.91 6.34
Br6 4.23 -10.69 0.45
H7 -5.74 -2.20 -1.65
H8 2.34 0.91 -0.24
H9 -5.82 -1.20 -0.16
O2 -0.16 -3.77 -5.33
C3 -0.50 -0.66 -2.20
Br7 3.78 10.20 6.31
Br8 -7.01 5.16 -2.62
Br9 -3.68 6.84 -12.64
C4 12.08 0.39 -0.15
Br10 4.37 3.31 -9.78
C5 0.09 2.43 0.52
O3 -2.49 -1.98 -1.87
Br11 0.44 5.16 -9.33
H10 12.91 0.23 -0.83
H11 -0.43 -0.51 -5.25
C6 -0.76 6.82 4.10
H12 4.85 -9.75 -1.76
Br12 -4.27 5.14 -0.98
H13 4.48 -4.25 -2.09
H14 4.74 -2.11 1.47
C7 -8.01 0.45 2.55
F2 -1.51 4.08 0.13
C8 -0.64 -2.73 -5.28
C9 -4.85 4.30 3.26
Br13 5.62 4.45 0.23
Br14 -9.25 -11.59 8.40
Br15 -2.00 8.17 8.24
F3 -1.70 2.84 1.95
C10 0.58 0.17 0.92
Si1 -3.48 -2.09 -0.50
Br16 0.75 7.81 4.78
H15 -7.69 -13.33 7.55
O4 0.65 3.21 -4.67
H16 5.22 -14.93 0.16
C11 3.15 -5.75 1.99
Br17 -7.61 -8.08 5.72
Br18 3.52 13.34 6.87
C12 8.41 -0.28 4.31
C13 5.25 -1.64 0.60
Br19 5.91 6.10 -9.47
Br20 2.47 -7.04 3.26
C14 4.28 -9.34 -0.93
Br21 9.44 -1.20 2.96
C15 5.46 4.42 -8.63
H17 4.79 -0.65 0.40
H18 -0.84 -2.05 -0.51
N1 1.29 2.23 -4.56
C16 1.49 -1.52 -4.65
Br22 9.52 0.36 5.75
Br23 4.65 -4.77 2.71
H19 -2.86 -4.28 0.65
H20 7.05 -1.88 1.83
Br24 -9.63 0.58 3.60
H21 -2.80 0.09 0.68
Br25 -2.21 8.01 3.59
H22 -0.72 0.25 -1.59
H23 -0.50 1.98 -0.29
H24 -2.08 -1.41 1.48
Br26 -6.58 -8.66 2.75
H25 4.86 4.65 -7.76
Br27 -3.87 9.90 6.30
Br28 1.68 -8.33 -8.18
C17 6.77 -1.37 0.89
Br29 7.03 3.49 -8.01
H26 1.48 1.49 -2.02
C18 1.08 -0.68 -2.39
Br30 4.17 10.97 12.29
H27 -7.47 1.39 2.68
H28 5.42 -3.38 -0.44
C19 -2.95 -0.98 0.95
C20 -0.84 3.50 1.16
H29 -4.61 -3.79 0.86
C21 -7.80 -12.28 7.31
F4 -1.99 -2.60 -5.10
C22 3.78 12.10 10.77
O5 0.54 1.49 1.45
C23 0.73 5.33 -7.43
H30 -0.44 6.32 3.20
Br31 7.65 5.44 2.50
C24 5.99 4.53 2.13
H31 0.45 -1.37 -6.52
Br32 -1.72 7.92 -10.35
Br33 -6.72 -4.70 4.89
H32 3.18 -2.85 0.17
C25 3.48 -3.85 -1.83
H33 6.92 -0.28 1.02
Br34 -6.56 -3.41 7.81
Br35 2.39 6.22 -7.03
H34 -10.83 -1.29 0.31
Br36 3.56 13.95 11.28
Br37 7.38 -15.82 0.97
C26 0.92 -6.83 -7.23
Br38 -4.58 2.81 4.46
H35 -8.39 -4.67 6.71
H36 -0.64 -2.86 -2.08
C27 1.89 -0.05 0.07
H37 -0.13 -6.77 -7.50
H38 -2.56 4.19 -8.36
H39 3.02 -3.56 -2.79
H40 1.78 11.59 6.72
C28 2.67 11.77 6.13
H41 2.52 0.70 -3.22
Br39 5.41 -13.67 2.29
H42 -1.48 9.31 6.10
H43 6.10 3.50 2.47
C29 3.60 -2.63 -0.84
O6 3.14 -1.43 -1.43
Br40 -10.22 -3.63 0.82
H44 4.64 12.05 10.11
H45 0.65 -0.50 1.81
C30 -5.88 6.12 -1.39
C31 6.06 -14.45 0.64
Br41 0.99 -7.07 -5.32
Br42 2.10 12.05 4.31
Br43 2.52 -8.92 -1.60
Br44 4.52 5.29 3.11
H46 3.51 -6.30 1.13
C32 -6.17 -8.76 4.63
H47 2.62 -0.46 0.81
C33 -3.11 3.26 -8.40
Br45 11.95 2.29 0.16
C34 -5.19 -1.45 -1.05
O7 0.56 1.29 -3.82
Br46 1.73 -5.16 -7.77
Br47 1.75 -4.58 1.34
H48 0.92 3.01 0.03
H49 -3.30 6.01 -10.34
C35 1.47 0.74 -2.84
Br48 12.48 -0.58 1.47
H50 7.72 -1.00 4.73
Br49 -5.50 7.90 -2.01
Br50 -4.77 3.55 -7.46
C36 -11.37 -2.22 0.19
Br51 2.26 11.45 9.77
H51 1.96 -2.45 -5.07
Br52 -4.88 7.86 -9.85
Br53 7.34 1.14 3.55
C37 -3.38 7.02 -10.74
C38 -1.08 -1.96 -1.59
H52 0.80 4.33 -7.02
C39 -2.08 9.61 6.95
H53 -3.99 4.34 2.60
H54 -6.44 6.21 -0.46
Br54 -12.98 -2.07 1.25
H55 -0.34 -0.14 0.40
Br55 -4.89 5.98 4.21
C40 1.78 -1.12 -1.04
Br56 -4.49 -7.91 5.05
Br57 6.72 -13.11 -0.58
H56 -5.11 -0.50 -1.61
Br58 -1.31 11.24 7.65
H57 -3.79 -0.98 1.68
Br59 -1.34 5.46 5.33
Br60 -2.01 1.93 -7.52
Br61 -11.77 -2.40 -1.70
H58 7.40 -1.70 0.04
Br62 -6.86 -0.96 3.17
Br63 5.20 -7.74 -0.35
Br64 -8.79 -2.43 5.74
C41 -3.75 -3.84 0.15
Br65 -8.40 0.28 0.67
N2 5.07 -2.44 -0.64
Br66 10.50 -0.30 -1.03

The relative energy (zero: lowest compared OMol25 entry of this formula, charge and spin) is 0.0 kJ/mol. For the LUMO energy, the calculation gives -0.633 eV. For the frontier orbital gap, the calculation gives 8.8 eV.

Results of the Mulliken charge analysis, in e, for atoms 1 through 2:
1 Br -0.035
2 C -0.280